Entry 1:
The following is a quantum chemistry calculation of a molecular structure, C30H37CoN7 at a distorted geometry, from the OMol25 dataset.

```
! RIJCOSX wB97M-V def2-TZVPD def2/J DEFGRID3
* xyz 0 2
Co -0.169 -0.470 -0.440
C 0.616 2.932 1.930
C 0.649 1.689 1.096
N -0.597 0.979 0.881
C -1.562 1.759 0.067
C -2.716 0.835 -0.326
N -2.213 -0.405 -0.932
C -3.028 -1.580 -0.637
C -2.564 -2.197 0.687
N -1.131 -2.421 0.648
C -0.692 -3.607 -0.084
C -0.110 -3.231 -1.473
N 0.642 -2.021 -1.311
C 1.966 -2.003 -1.272
C 2.832 -3.134 -1.738
C 2.502 -0.806 -0.716
C 3.825 -0.342 -0.697
C 4.104 0.863 -0.067
C 3.109 1.606 0.540
C 1.775 1.118 0.518
N 1.539 -0.082 -0.089
H -0.259 2.914 2.579
H 0.558 3.827 1.302
H 1.509 3.018 2.546
H -1.050 2.145 -0.812
H -1.964 2.593 0.652
H -3.406 1.364 -0.998
H -3.249 0.576 0.591
H -2.163 -0.282 -1.939
H -2.883 -2.314 -1.433
H -4.097 -1.332 -0.584
H -3.124 -3.128 0.872
H -2.753 -1.506 1.510
H -0.773 -2.434 1.599
H -1.517 -4.323 -0.200
H 0.108 -4.089 0.484
H -0.919 -3.049 -2.188
H 0.488 -4.070 -1.848
H 2.578 -3.415 -2.760
H 2.709 -4.012 -1.105
H 3.874 -2.840 -1.704
H 4.608 -0.896 -1.186
H 5.122 1.226 -0.049
H 3.330 2.547 1.016
C 1.365 -0.811 2.859
C -0.026 -1.038 3.342
C -0.217 -2.074 4.242
C -1.401 -2.265 4.923
C -2.402 -1.315 4.773
C -2.271 -0.285 3.874
C -3.355 0.744 3.766
C -1.118 -0.173 3.021
N -1.311 0.716 2.052
H 2.072 -1.357 3.482
H 1.606 0.249 2.909
H 1.503 -1.129 1.827
H 0.607 -2.747 4.435
H -1.520 -3.090 5.607
H -3.300 -1.377 5.374
H -4.081 0.605 4.566
H -3.873 0.676 2.810
H -2.934 1.745 3.835
N 0.037 0.651 -2.299
C 0.475 1.453 -3.017
C 0.886 2.419 -3.928
C 1.830 3.413 -3.597
C 2.204 4.342 -4.540
C 1.660 4.316 -5.821
C 0.714 3.349 -6.149
C 0.323 2.413 -5.223
H 2.246 3.433 -2.600
H 2.934 5.099 -4.289
H 1.971 5.041 -6.559
H 0.289 3.332 -7.142
H -0.416 1.665 -5.468
*
```

Its expectation value of S² is 0.79. The HOMO energy (spin up / spin down) comes out at -0.1838 / -0.1833 hartree. As for the molar mass: 554.61 g mol⁻¹. As for the total energy: -2931.3261 Eh. The calculation puts the relative energy (zero: lowest compared OMol25 entry of this formula, charge and spin) at 144.9 kJ/mol.

Listed below, in e, are the Löwdin charges computed for each atom:
1 Co 0.48
2 C -0.05
3 C -0.27
4 N -0.19
5 C -0.15
6 C -0.17
7 N -0.11
8 C -0.18
9 C -0.18
10 N -0.06
11 C -0.16
12 C -0.18
13 N 0.00
14 C -0.22
15 C 0.00
16 C -0.23
17 C -0.04
18 C -0.09
19 C 0.00
20 C -0.28
21 N -0.03
22 H 0.07
23 H 0.07
24 H 0.07
25 H 0.09
26 H 0.13
27 H 0.12
28 H 0.10
29 H 0.11
30 H 0.11
31 H 0.13
32 H 0.12
33 H 0.11
34 H 0.10
35 H 0.12
36 H 0.12
37 H 0.11
38 H 0.11
39 H 0.09
40 H 0.09
41 H 0.07
42 H 0.09
43 H 0.10
44 H 0.10
45 C -0.04
46 C -0.24
47 C -0.11
48 C -0.14
49 C -0.09
50 C -0.25
51 C -0.07
52 C -0.25
53 N 0.03
54 H 0.08
55 H 0.08
56 H 0.06
57 H 0.10
58 H 0.08
59 H 0.10
60 H 0.07
61 H 0.05
62 H 0.07
63 N 0.23
64 C -0.07
65 C -0.21
66 C -0.01
67 C -0.07
68 C -0.06
69 C -0.07
70 C -0.02
71 H 0.12
72 H 0.11
73 H 0.11
74 H 0.11
75 H 0.12



Entry 2:
The following is a quantum chemistry calculation of a molecular structure, C30H38Br2FN3O3ReSi, from the OMol25 dataset.

```
! RIJCOSX wB97M-V def2-TZVPD def2/J DEFGRID3
* xyz 2 4
Re -0.886 1.451 -0.521
Br -0.711 3.889 -0.032
C -2.484 4.783 0.020
Br -3.924 3.648 -0.486
H -2.417 5.617 -0.660
H -2.614 5.091 1.046
C 4.386 -3.901 -0.423
C 3.186 -4.262 -1.276
C 3.562 -4.585 -2.711
C 2.348 -5.119 -3.457
C 1.161 -4.191 -3.301
C 0.127 -4.220 -4.207
C -0.941 -3.335 -4.094
F -1.917 -3.400 -4.998
C -1.001 -2.397 -3.109
C 0.040 -2.340 -2.177
C 0.037 -1.305 -1.174
O -0.963 -0.479 -1.161
C 1.125 -1.238 -0.308
C 2.129 -2.203 -0.414
N 2.132 -3.173 -1.300
C 1.105 -3.245 -2.260
C 1.319 -0.285 0.817
O 2.332 -0.269 1.448
O 0.259 0.564 1.160
H 5.108 -4.712 -0.515
H 4.148 -3.806 0.639
H 4.869 -2.983 -0.774
H 2.690 -5.134 -0.847
H 4.361 -5.324 -2.706
H 3.949 -3.681 -3.195
H 2.089 -6.110 -3.074
H 2.568 -5.240 -4.517
H 0.142 -4.928 -5.031
H -1.832 -1.711 -3.047
H 2.942 -2.168 0.294
N -3.170 1.995 -7.564
C -2.873 1.980 -6.451
C -2.483 1.954 -5.059
C -1.353 2.641 -4.636
C -0.991 2.568 -3.309
N -1.695 1.854 -2.407
C -2.795 1.200 -2.824
C -3.220 1.232 -4.130
H -0.762 3.224 -5.330
H -0.118 3.087 -2.949
H -3.341 0.646 -2.074
H -4.111 0.693 -4.423
C 0.532 -0.606 3.912
Si 0.041 0.914 2.986
C 1.044 2.438 3.452
C 1.726 2.106 4.799
C 2.136 2.773 2.423
C 0.153 3.683 3.656
C -1.845 0.967 3.074
C -2.426 -0.277 2.377
C -2.505 2.212 2.451
C -2.208 0.911 4.576
H 0.214 -0.484 4.956
H 1.607 -0.778 3.909
H 0.034 -1.500 3.518
H 2.414 1.257 4.717
H 0.997 1.881 5.590
H 2.306 2.976 5.129
H 2.860 1.968 2.309
H 2.678 3.664 2.767
H 1.723 3.003 1.439
H -0.676 3.499 4.351
H -0.258 4.060 2.716
H 0.764 4.484 4.091
H -2.247 -0.278 1.299
H -3.515 -0.295 2.519
H -2.026 -1.215 2.779
H -2.324 2.268 1.368
H -2.173 3.149 2.899
H -3.595 2.147 2.565
H -1.948 -0.053 5.025
H -3.289 1.051 4.698
H -1.709 1.700 5.159
*
```

Its expectation value of S² is 3.77. The HOMO energy (spin up / spin down) comes out at -0.5218 / -0.4928 hartree. As for the molar mass: 881.75 g mol⁻¹. As for the total energy: -7171.1480 Eh. The calculation puts the relative energy (zero: lowest compared OMol25 entry of this formula, charge and spin) at 16.2 kJ/mol.

Listed below, in e, are the Löwdin charges computed for each atom:
1 Re 1.12
2 Br 0.75
3 C -0.89
4 Br 0.73
5 H 0.02
6 H 0.02
7 C -0.03
8 C -0.27
9 C -0.13
10 C -0.11
11 C -0.11
12 C 0.09
13 C -0.24
14 F 0.11
15 C 0.08
16 C -0.05
17 C -0.25
18 O -0.20
19 C -0.01
20 C 0.06
21 N 0.07
22 C -0.05
23 C -0.44
24 O 0.14
25 O -0.27
26 H 0.10
27 H 0.09
28 H 0.11
29 H 0.17
30 H 0.13
31 H 0.14
32 H 0.14
33 H 0.13
34 H 0.15
35 H 0.13
36 H 0.14
37 N 0.22
38 C -0.13
39 C -0.18
40 C 0.03
41 C -0.10
42 N -0.17
43 C -0.14
44 C 0.03
45 H 0.14
46 H 0.10
47 H 0.12
48 H 0.14
49 C -0.13
50 Si 0.72
51 C -0.59
52 C -0.08
53 C -0.08
54 C -0.09
55 C -0.59
56 C -0.08
57 C -0.13
58 C -0.07
59 H 0.06
60 H 0.05
61 H 0.05
62 H 0.09
63 H 0.09
64 H 0.10
65 H 0.08
66 H 0.10
67 H 0.04
68 H 0.08
69 H 0.02
70 H 0.10
71 H 0.05
72 H 0.10
73 H 0.08
74 H -0.05
75 H 0.06
76 H 0.10
77 H 0.08
78 H 0.10
79 H 0.08



Entry 3:
The following is a quantum chemistry calculation of a molecular structure, C30H38KNS4 at a distorted geometry, from the OMol25 dataset.

```
! RIJCOSX wB97M-V def2-TZVPD def2/J DEFGRID3
* xyz 0 1
K -0.272 -0.086 -0.920
C 0.563 -3.077 1.779
C -0.537 -2.453 2.653
S -1.088 -0.920 1.904
C -2.161 -0.194 3.140
C -2.789 1.079 2.555
S -1.761 2.124 1.490
C -0.517 2.766 2.633
C 0.670 1.867 2.980
S 1.678 1.545 1.522
C 2.856 0.359 2.201
C 2.298 -1.017 2.562
S 1.807 -1.943 1.095
H 0.111 -3.538 0.899
H 1.049 -3.873 2.346
H -0.167 -2.266 3.665
H -1.352 -3.175 2.732
H -1.596 0.042 4.046
H -2.966 -0.875 3.423
H -3.201 1.688 3.362
H -3.624 0.804 1.909
H -1.020 3.067 3.555
H -0.156 3.690 2.174
H 0.315 0.925 3.395
H 1.272 2.374 3.738
H 3.329 0.792 3.086
H 3.648 0.269 1.454
H 1.434 -0.895 3.214
H 3.057 -1.569 3.120
C 3.249 -0.636 -2.718
C 2.227 0.468 -2.676
C 2.472 1.641 -1.965
C 1.545 2.677 -1.941
C 1.837 3.966 -1.226
C 0.336 2.507 -2.615
C 0.050 1.343 -3.323
C -1.310 1.106 -3.929
C 1.017 0.336 -3.352
H 3.833 -0.589 -3.640
H 2.779 -1.619 -2.682
H 3.946 -0.567 -1.882
H 3.409 1.755 -1.429
H 2.577 3.830 -0.438
H 0.934 4.379 -0.772
H 2.218 4.716 -1.923
H -0.407 3.297 -2.579
H -1.826 0.318 -3.362
H -1.227 0.747 -4.956
H -1.909 2.016 -3.928
H 0.788 -0.591 -3.867
N -1.829 -1.634 -1.828
C -2.873 -2.251 -2.128
C -3.722 -1.880 -3.331
C -3.190 -2.013 -4.609
C -3.916 -1.625 -5.728
C -5.190 -1.093 -5.582
C -5.732 -0.957 -4.309
C -5.004 -1.357 -3.196
C -3.398 -3.457 -1.343
C -2.855 -3.720 -0.086
C -3.256 -4.818 0.654
C -4.215 -5.692 0.148
C -4.767 -5.441 -1.097
C -4.366 -4.328 -1.832
H -2.188 -2.412 -4.717
H -3.486 -1.738 -6.716
H -5.757 -0.788 -6.453
H -6.725 -0.543 -4.185
H -5.434 -1.257 -2.205
H -2.110 -3.019 0.272
H -2.824 -5.003 1.632
H -4.527 -6.557 0.720
H -5.513 -6.111 -1.506
H -4.812 -4.142 -2.802
*
```

The HOMO energy comes out at -0.2109 hartree. As for the molar mass: 580.01 g mol⁻¹. As for the total energy: -3413.3970 Eh. The calculation puts the relative energy (zero: lowest compared OMol25 entry of this formula, charge and spin) at 25.4 kJ/mol.

Listed below, in e, are the Löwdin charges computed for each atom:
1 K 0.55
2 C -0.52
3 C -0.51
4 S 0.81
5 C -0.51
6 C -0.53
7 S 0.84
8 C -0.54
9 C -0.54
10 S 0.86
11 C -0.53
12 C -0.54
13 S 0.84
14 H 0.07
15 H 0.08
16 H 0.08
17 H 0.07
18 H 0.08
19 H 0.09
20 H 0.08
21 H 0.08
22 H 0.08
23 H 0.07
24 H 0.03
25 H 0.09
26 H 0.08
27 H 0.07
28 H 0.04
29 H 0.08
30 C -0.04
31 C -0.29
32 C -0.04
33 C -0.29
34 C -0.06
35 C -0.03
36 C -0.32
37 C -0.04
38 C -0.08
39 H 0.09
40 H 0.08
41 H 0.07
42 H 0.12
43 H 0.06
44 H 0.08
45 H 0.09
46 H 0.12
47 H 0.05
48 H 0.09
49 H 0.08
50 H 0.13
51 N -0.07
52 C -0.42
53 C -0.22
54 C -0.05
55 C -0.10
56 C -0.11
57 C -0.10
58 C -0.05
59 C -0.16
60 C -0.06
61 C -0.10
62 C -0.11
63 C -0.09
64 C -0.04
65 H 0.11
66 H 0.10
67 H 0.09
68 H 0.10
69 H 0.11
70 H 0.05
71 H 0.09
72 H 0.09
73 H 0.10
74 H 0.11